The following is a quantum chemistry calculation of a molecular structure, C25H26F6InN4OP, from the OMol25 dataset.

Each line ends with the Löwdin charge.
Cartesian coordinates (Å):
1 In 0.3161 -0.0302 0.9013  0.903
2 C 4.3710 -1.4460 1.4378  0.048
3 C 3.3447 -0.5085 0.8094  -0.435
4 O 2.1089 -0.7269 1.3891  -0.195
5 C 3.7868 0.9512 1.0491  -0.558
6 F 5.0523 1.1737 0.7120  0.193
7 F 3.0217 1.8336 0.3638  0.138
8 F 3.6358 1.2560 2.3479  0.163
9 C 3.2152 -0.7820 -0.7012  -0.539
10 F 2.1249 -0.0942 -1.2088  0.071
11 F 4.2664 -0.4189 -1.4157  0.214
12 F 2.9548 -2.0691 -0.9371  0.166
13 H 4.4043 -1.2539 2.5077  0.109
14 H 5.3651 -1.2946 1.0182  0.112
15 H 4.0647 -2.4756 1.2724  0.105
16 N -0.1418 -0.4026 5.1520  0.114
17 C -0.4525 -1.6701 4.7358  -0.026
18 C -0.5808 -1.5936 3.3882  -0.113
19 N -0.3666 -0.2889 2.9831  -0.035
20 C -0.0872 0.3943 4.0829  -0.128
21 H 0.0099 -0.1090 6.1048  0.182
22 H -0.5501 -2.4939 5.4195  0.139
23 H -0.8007 -2.3847 2.6906  0.115
24 H 0.1408 1.4437 4.1473  0.137
25 C -3.0553 -1.1337 0.7394  -0.213
26 P -1.6172 -1.0809 -0.3721  0.970
27 C -1.3198 -2.7338 -1.0013  -0.378
28 C -0.0552 -3.0718 -1.4835  -0.094
29 C 0.1676 -4.3317 -2.0146  -0.041
30 C -0.8656 -5.2558 -2.0599  -0.035
31 C -2.1251 -4.9228 -1.5793  -0.043
32 C -2.3588 -3.6642 -1.0516  -0.067
33 C -2.0682 0.0309 -1.7196  -0.382
34 C -1.6611 -0.2451 -3.0222  -0.067
35 C -1.9803 0.6391 -4.0421  -0.044
36 C -2.7059 1.7888 -3.7643  -0.044
37 C -3.1151 2.0610 -2.4651  -0.056
38 C -2.7934 1.1883 -1.4406  -0.103
39 H -3.9624 -1.2136 0.1404  0.075
40 H -3.1123 -0.2300 1.3454  0.054
41 H -2.9789 -1.9930 1.4041  0.058
42 H 0.7620 -2.3612 -1.4450  0.080
43 H 1.1484 -4.5904 -2.3880  0.121
44 H -0.6896 -6.2417 -2.4674  0.122
45 H -2.9289 -5.6442 -1.6181  0.121
46 H -3.3498 -3.4200 -0.6927  0.109
47 H -1.1133 -1.1509 -3.2495  0.111
48 H -1.6754 0.4194 -5.0555  0.120
49 H -2.9643 2.4676 -4.5649  0.119
50 H -3.6966 2.9481 -2.2547  0.119
51 H -3.1211 1.4137 -0.4329  0.110
52 N 0.4226 6.0772 -0.6629  0.184
53 C 0.3408 4.7927 -0.3175  -0.274
54 C 0.2931 4.3917 1.0365  0.027
55 C 0.2264 3.0641 1.3413  -0.110
56 N 0.1841 2.0837 0.4195  -0.066
57 C 0.2208 2.4612 -0.8795  -0.129
58 C 0.2949 3.7616 -1.2836  0.031
59 H 0.4891 6.8048 0.0278  0.130
60 H 0.4915 6.3518 -1.6278  0.129
61 H 0.3254 5.1220 1.8323  0.129
62 H 0.2167 2.7526 2.3771  0.102
63 H 0.1983 1.6679 -1.6178  0.112
64 H 0.3277 3.9872 -2.3398  0.131

**HOMO energy**: -14.66 eV
**Orbital gap**: 9.437 eV
**Charge**: +2
**Energy relative to the best compared isomer or geometry (same formula, charge and spin)**: 11.4 kcal/mol